Entry from OMol25: C49H120AgN8O19 as an isolated structure at a distorted geometry (ωB97M-V with the def2-TZVPD basis set).

Structure (XYZ):
```
197
Properties=species:S:1:pos:R:3:forces:R:3
H -2.801 -6.368 3.373 0.18 -0.11 -0.48
C 5.016 0.030 6.084 -1.26 -0.74 -1.19
H -4.190 -5.254 3.378 0.08 -0.02 0.05
H -4.160 -0.744 5.027 0.23 0.16 -0.02
N 0.018 -4.332 -0.318 -0.09 0.12 0.22
H -2.466 -1.513 0.280 0.23 -0.02 -0.23
H 3.813 -1.749 -0.835 -0.13 -0.04 -0.16
H 4.454 -0.180 6.994 0.21 0.19 0.27
N 1.279 -1.953 3.817 -1.08 -0.60 0.18
C 4.216 2.540 -1.155 -0.51 -0.67 0.77
H -2.685 -0.315 1.518 0.28 0.49 -0.20
H -6.784 -1.006 -5.742 -0.18 0.19 -0.34
O 1.883 -3.402 -3.437 -0.49 -0.29 0.24
C 1.000 5.985 3.722 0.71 -0.29 0.55
H -2.231 3.255 -2.834 -0.29 0.21 0.08
H -0.216 -0.932 -3.488 0.37 -0.04 0.63
C -1.135 -1.742 4.151 1.68 0.62 1.66
H -7.070 -1.817 -1.111 0.21 -0.18 -0.17
H 1.698 5.442 -1.684 0.98 -0.28 -0.25
H 3.981 -2.569 0.657 0.33 -0.29 0.36
H 3.556 0.671 -0.782 0.19 -0.25 0.46
H -2.926 1.733 -2.167 -0.20 0.06 0.03
H 2.602 -0.624 3.017 0.51 0.32 -0.17
C 3.211 -3.592 -3.962 -0.51 -0.47 1.96
H 0.432 4.585 5.113 -0.37 -0.81 0.04
C -3.639 -1.174 -4.511 -0.81 0.40 1.92
H -2.673 2.838 -0.085 -0.08 -0.63 0.24
H 0.373 3.921 -3.841 -0.24 -0.14 -0.40
H -4.792 -0.916 -1.426 0.45 0.07 -0.13
H -1.056 3.777 1.620 -0.13 0.06 0.37
H -8.765 -3.327 -8.211 0.35 0.04 0.22
C 0.894 -0.803 0.425 0.99 -1.07 1.55
C 2.715 8.095 1.133 -0.12 -1.28 0.74
C -9.717 -3.994 3.674 0.36 0.36 0.12
H 6.296 -1.376 -1.007 -0.32 -0.14 -0.81
O -9.005 -3.373 2.597 0.86 -0.82 -0.36
H 0.167 4.886 -1.734 -0.78 -0.27 0.34
H -7.035 -3.322 3.329 0.14 0.24 0.05
H 2.148 4.487 4.964 0.34 0.40 -0.34
N -7.071 -1.780 1.003 1.11 -0.12 -1.19
O 1.601 0.182 0.700 2.27 2.21 1.88
H 3.074 -0.573 -4.097 -0.97 0.11 -0.82
C -2.618 -2.529 -2.770 -0.15 0.53 -0.45
H -9.904 -2.230 -7.364 0.30 0.19 -0.29
H -3.368 -2.254 5.475 -0.19 -0.34 -0.06
C 1.674 -3.893 -2.066 1.23 -0.70 -1.28
C -1.360 -4.374 0.093 -1.18 -1.27 0.46
C 1.791 7.659 2.273 -0.23 1.67 -1.24
H -6.437 -2.605 -4.166 -0.19 -0.61 0.31
H -1.712 -2.683 -3.356 -0.12 -0.08 -0.62
C -7.565 -3.733 2.470 -1.24 0.14 -0.25
C -2.014 2.256 -2.455 0.31 -0.11 -0.45
C 5.256 -0.172 1.756 0.28 0.43 0.63
H 2.381 9.082 0.813 -0.38 -0.16 -0.87
H -4.801 0.301 -5.484 0.11 0.34 0.17
C -3.114 -5.335 3.227 0.25 1.38 -0.56
H 1.143 2.914 1.487 0.35 0.00 -0.30
C 1.237 4.609 4.379 -0.82 0.35 -0.86
H 2.933 -1.936 5.730 -0.26 -0.03 0.11
H 5.299 3.652 3.296 -0.61 0.26 0.56
H 6.093 -0.036 6.241 -0.16 -0.28 -0.12
N 2.151 6.504 2.966 0.25 -2.17 1.42
C 2.621 -1.488 3.682 0.51 0.38 -0.25
O 1.334 0.532 -3.286 0.35 -2.04 -1.96
H 1.768 1.557 3.190 0.07 0.23 -0.23
H 0.997 5.243 0.555 -0.64 0.36 -0.12
H 1.736 2.829 -4.265 -0.23 -0.44 0.81
O 1.153 3.541 3.383 1.44 0.94 1.40
H 3.209 -2.276 3.211 0.06 -0.07 -0.06
H 0.209 -0.143 3.552 -0.02 0.33 -0.11
H -10.793 -3.853 3.575 0.11 0.70 -0.38
C -5.026 -0.570 -4.868 0.53 -1.02 -1.94
H -5.274 -3.489 -5.176 0.38 0.61 -0.08
H 3.622 3.516 2.486 -0.07 -0.04 0.47
H -7.391 -4.446 -5.707 0.09 -0.32 0.33
C -1.656 3.139 -0.338 0.76 -0.45 0.91
H 5.392 1.162 3.523 0.45 -0.32 -0.02
C 3.585 7.354 -0.926 0.50 -0.31 0.59
O -2.133 -0.860 4.624 -0.67 0.02 -0.71
H -1.900 -5.163 -0.430 0.08 -0.30 -0.33
H -2.767 0.155 -0.261 0.10 0.23 0.06
H 7.806 4.102 -3.219 -0.74 0.04 -0.15
C -6.100 -2.778 -5.188 -1.28 0.95 -0.85
O -4.372 -0.843 0.634 -0.80 0.21 -0.23
H 0.645 6.686 4.478 0.82 0.22 0.55
H -4.725 -2.478 -0.587 0.29 -0.15 -0.08
O 0.953 -1.893 0.987 -0.11 -1.34 0.55
H 4.528 7.766 -0.569 0.31 0.00 0.12
H 2.648 -1.022 -2.527 -0.74 0.06 0.41
C -9.252 -3.097 -7.263 0.21 1.13 1.71
H 3.730 8.275 1.488 0.25 -0.21 0.26
C 5.806 -2.225 -0.530 -0.14 -1.18 0.29
N -5.856 -1.404 -5.759 0.75 -1.46 0.64
H 0.849 -0.813 -4.851 0.52 -0.07 0.16
O 5.185 2.291 1.806 -0.33 -0.07 -0.15
H 1.748 8.518 2.942 -0.24 0.04 0.25
H -9.397 -3.573 4.627 0.00 0.16 0.18
H 3.477 1.681 -3.497 0.42 0.15 -0.02
H 8.360 2.806 -2.268 0.17 0.07 0.66
H 1.092 -2.119 2.839 -0.76 -0.54 -0.24
C 3.577 0.865 -2.781 0.77 1.06 0.91
C 7.567 3.553 -2.308 -1.28 -1.57 -0.51
C -1.474 -4.771 1.574 0.09 -0.08 -0.64
H -0.834 2.015 1.338 -0.24 0.07 0.11
H -2.894 -1.436 -5.263 -0.76 -0.56 -0.78
O -3.792 -2.230 -3.518 0.38 0.55 -0.96
H -2.584 -4.694 3.931 -0.11 -0.21 0.61
H 7.554 4.252 -1.472 -0.04 -0.26 0.16
H -1.836 4.159 -0.678 0.67 0.39 -0.18
C -0.721 3.014 0.917 -0.77 0.71 -1.54
C 1.499 2.267 3.972 -1.77 0.06 -0.57
H -1.293 -2.216 3.183 -0.27 0.55 -0.44
O 6.279 2.794 -2.437 1.83 2.10 -0.71
H 6.274 -0.053 1.385 0.20 -0.18 0.15
Ag 0.983 1.502 -1.184 0.07 -2.06 1.46
H -0.317 -4.635 -2.358 -0.02 0.03 -0.10
N 0.693 3.129 0.608 0.17 -0.14 -0.05
C 4.895 1.105 2.555 -0.29 0.28 -0.80
C -6.930 -3.253 1.106 -1.70 0.85 1.58
H -9.967 -3.872 -6.988 0.52 -0.55 0.27
H 6.453 -4.977 -0.294 0.52 0.50 -0.26
H -6.785 -0.254 -0.415 -0.04 0.12 0.16
H 2.323 5.775 2.287 0.46 -0.15 -0.25
C 3.166 -1.150 5.012 1.38 1.36 1.60
H 0.432 -0.598 5.247 -0.17 -0.21 0.07
H 2.750 -0.192 5.325 -0.72 -0.04 0.33
H 3.930 3.409 -1.747 0.19 -0.18 -0.52
H 3.440 -0.423 1.016 -0.44 0.28 -0.17
H -1.550 1.721 -3.284 0.14 -0.16 0.21
C 0.251 -0.984 4.244 -0.68 -1.11 -1.09
H 3.834 1.063 2.804 -0.30 0.10 -0.16
O 1.433 3.386 -2.201 1.47 1.38 -1.25
C 1.152 4.534 -1.428 -1.10 0.80 -0.94
C 4.707 3.513 2.391 1.07 -0.99 -0.54
H -6.785 -3.566 -7.075 0.51 0.01 -0.18
C 5.571 -4.635 -0.836 -1.47 0.19 0.96
H 4.768 1.015 5.690 0.03 0.42 0.41
H -2.775 -3.455 -2.217 -0.24 0.28 0.12
H -0.844 -4.138 2.198 -0.08 0.36 0.25
C 2.632 -0.158 -3.192 -0.83 -0.39 -0.07
C 1.294 4.326 0.046 0.01 0.06 1.02
H 3.808 6.389 -1.381 -0.09 0.36 -0.67
O -2.846 -4.736 1.944 0.09 -0.85 0.15
N 3.300 1.387 -1.447 1.72 1.07 -0.99
H 6.269 2.696 -0.356 -0.11 0.30 0.03
H -6.321 -1.429 1.582 -0.19 0.32 0.94
C 0.198 -3.933 -1.703 0.57 0.87 0.10
H -5.868 -3.496 1.072 -0.06 -0.77 -0.03
H 2.371 -3.372 -1.410 -0.55 0.73 0.43
H 2.053 -4.910 -1.966 0.04 -0.47 -0.43
H -7.524 -4.819 2.550 0.24 -0.18 -0.14
H 3.544 -4.585 -3.659 0.02 -0.46 -0.49
C 1.399 3.633 -3.610 -0.45 1.04 0.19
H 0.377 -3.589 0.265 0.79 0.29 0.00
C -3.421 -1.480 4.710 0.65 0.31 0.17
N 4.376 -0.464 0.640 0.14 -0.03 -0.05
H 4.757 -4.615 -0.112 -0.06 -0.27 0.47
O 2.759 7.025 0.165 -0.42 1.49 0.62
C 0.388 -0.225 -4.057 -0.30 -0.78 -0.40
H -5.626 -0.225 -4.025 0.53 -0.18 0.68
O 5.567 -3.353 -1.441 1.20 0.87 -0.13
H 0.524 1.953 4.345 0.30 -0.63 0.63
H 0.793 7.448 1.889 -0.49 0.81 -0.64
H 2.265 2.229 4.747 0.08 0.61 0.01
C -5.011 -1.431 -0.490 -0.54 -0.04 0.15
H -3.157 -0.285 -4.103 0.35 0.09 0.96
O 4.582 -0.901 5.064 0.89 -0.39 -0.31
C -7.172 -3.440 -6.064 0.91 -0.94 -0.13
H 6.551 -2.514 0.211 -0.16 -0.32 0.37
H 3.906 -2.973 -3.394 0.20 0.55 -0.38
H 2.355 4.333 0.296 0.18 -0.53 -0.13
H 5.256 -5.428 -1.513 0.33 0.41 -0.59
H 3.156 8.133 -1.556 -0.28 -0.32 -0.41
H -0.172 -2.920 -1.865 -0.39 0.19 -0.16
H 5.989 1.220 -1.212 -0.25 -0.32 0.20
H 3.267 -3.464 -5.042 -0.32 0.16 0.23
O 0.159 -0.513 -0.513 -3.44 0.07 -3.82
H -3.738 -1.880 3.746 0.04 -0.21 -0.10
H -1.049 -5.772 1.653 -0.13 -0.31 0.17
H -2.001 -3.513 -0.092 0.37 0.73 0.03
H -9.682 -5.076 3.805 0.84 -0.38 -0.59
C -6.527 -1.308 -0.314 -0.58 -0.02 0.62
O -1.110 2.327 -1.373 -1.71 0.72 0.01
C 4.460 -1.810 0.040 -0.24 0.72 -0.24
H 2.011 4.490 -3.889 0.25 0.25 0.29
C -2.992 -0.585 0.507 -0.27 -0.95 0.43
C 5.767 2.287 -1.233 -0.97 -0.12 0.26
H 0.070 5.980 3.153 -0.14 -0.66 -0.85
H 5.185 -0.976 2.489 0.49 -0.19 0.28
H 4.992 4.331 1.728 -0.03 -0.09 -0.22
H -2.392 -1.672 -2.135 0.05 -0.08 0.53
H -0.366 0.331 -4.614 0.28 1.08 0.34
H -1.030 -2.572 4.850 -0.12 -0.34 0.22
O -8.334 -2.712 -6.153 -2.36 0.55 -1.36
H 4.582 0.446 -2.811 0.34 0.03 -0.36
H 3.876 2.807 -0.154 0.71 0.05 0.26
H -7.538 -3.694 0.316 0.37 -0.19 -0.19
```
Forces are in eV/Å.

Output
HOMO energy (alpha / beta) = -7.603 / -7.509 eV
HOMO-LUMO gap (alpha / beta) = 8.00 / 6.28 eV
<S²> = 0.757
Multiplicity = 2
Charge = 0

Löwdin atomic charge list, values in e, 99 entries: atom 1 (H): 0.084, atom 2 (C): -0.083, atom 3 (H): 0.080, atom 4 (H): 0.085, atom 5 (N): -0.036, atom 6 (H): 0.065, atom 7 (H): 0.092, atom 8 (H): 0.086, atom 9 (N): -0.054, atom 10 (C): -0.133, atom 11 (H): 0.093, atom 12 (H): 0.088, atom 13 (O): -0.218, atom 14 (C): -0.195, atom 15 (H): 0.095, atom 16 (H): 0.066, atom 17 (C): -0.210, atom 18 (H): 0.111, atom 19 (H): 0.109, atom 20 (H): 0.116, atom 21 (H): 0.055, atom 22 (H): 0.086, atom 23 (H): 0.083, atom 24 (C): -0.095, atom 25 (H): 0.116, atom 26 (C): -0.174, atom 27 (H): 0.118, atom 28 (H): 0.089, atom 29 (H): 0.106, atom 30 (H): 0.112, atom 31 (H): 0.084, atom 32 (C): -0.958, atom 33 (C): -0.182, atom 34 (C): -0.132, atom 35 (H): 0.114, atom 36 (O): -0.205, atom 37 (H): 0.118, atom 38 (H): 0.107, atom 39 (H): 0.119, atom 40 (N): -0.047, atom 41 (O): 0.011, atom 42 (H): 0.128, atom 43 (C): -0.112, atom 44 (H): 0.078, atom 45 (H): 0.084, atom 46 (C): -0.172, atom 47 (C): -0.226, atom 48 (C): -0.259, atom 49 (H): 0.110, atom 50 (H): 0.070, atom 51 (C): -0.160, atom 52 (C): -0.086, atom 53 (C): -0.167, atom 54 (H): 0.122, atom 55 (H): 0.108, atom 56 (C): -0.085, atom 57 (H): 0.068, atom 58 (C): -0.165, atom 59 (H): 0.134, atom 60 (H): 0.092, atom 61 (H): 0.088, atom 62 (N): -0.048, atom 63 (C): -0.244, atom 64 (O): -0.235, atom 65 (H): 0.059, atom 66 (H): 0.108, atom 67 (H): 0.085, atom 68 (O): -0.239, atom 69 (H): 0.134, atom 70 (H): 0.091, atom 71 (H): 0.079, atom 72 (C): -0.194, atom 73 (H): 0.116, atom 74 (H): 0.069, atom 75 (H): 0.118, atom 76 (C): -0.183, atom 77 (H): 0.107, atom 78 (C): -0.108, atom 79 (O): -0.197, atom 80 (H): 0.120, atom 81 (H): 0.075, atom 82 (H): 0.074, atom 83 (C): -0.175, atom 84 (O): -0.193, atom 85 (H): 0.118, atom 86 (H): 0.115, atom 87 (O): 0.038, atom 88 (H): 0.084, atom 89 (H): 0.108, atom 90 (C): -0.047, atom 91 (H): 0.120, atom 92 (C): -0.165, atom 93 (N): -0.057, atom 94 (H): 0.091, atom 95 (O): -0.223, atom 96 (H): 0.127, atom 97 (H): 0.077, atom 98 (H): 0.125, atom 99 (H): 0.079

---

Entry from OMol25: a 3-piece molecular cluster, C14H24N2O8 overall at a distorted geometry (ωB97M-V with the def2-TZVPD basis set).

Structure (XYZ):
```
48
Properties=species:S:1:pos:R:3:forces:R:3
H -3.326 -4.004 3.014 0.02 -0.10 -0.04
C 2.846 -1.829 -0.936 0.77 -0.38 1.83
C -2.263 -3.877 3.193 -0.02 0.13 0.13
C 2.343 1.120 0.331 0.31 0.35 -1.36
C -2.277 -1.839 -0.986 0.05 -0.33 0.13
H -2.074 -3.022 3.831 0.04 0.03 -0.07
C 4.976 1.099 -0.240 -1.13 -0.76 -0.13
H 2.534 2.183 0.415 0.01 0.24 0.82
C -0.982 0.846 0.394 -0.08 0.39 -0.64
H 0.931 0.037 -0.943 0.14 -0.32 -0.06
O 5.210 -0.993 -2.708 0.67 -1.21 -0.27
O 5.633 0.765 -1.402 -0.41 -1.10 1.00
C 2.334 -2.146 0.501 -0.37 0.05 -0.37
H -2.992 1.180 -0.258 -0.23 0.13 -0.05
H -0.553 2.144 -1.231 0.15 0.50 -0.14
O -1.731 -4.510 1.039 0.06 0.10 0.07
H -5.091 4.675 -0.899 0.04 -0.06 -0.04
H -4.318 4.635 0.714 0.09 0.06 0.02
O -2.708 -0.800 -0.131 -0.20 -0.02 -0.59
H 3.486 -2.669 -1.167 -0.09 -0.24 -0.86
H 1.638 1.432 -1.682 0.25 0.18 -0.12
N -1.613 -3.637 1.876 0.00 0.07 0.06
H 2.450 -3.197 0.743 -0.07 -0.16 -0.08
C -0.022 1.824 -0.344 -0.17 -1.52 0.40
H 2.009 -1.719 -1.608 0.07 -0.03 -0.47
C 3.749 -0.647 -0.858 0.29 0.97 -0.38
H -0.491 -0.099 0.599 0.29 -0.08 0.42
O -2.012 4.098 -0.334 -0.23 0.02 -0.07
C -2.197 0.470 -0.463 -0.02 0.58 0.68
H -1.517 -2.435 -0.500 0.28 -0.14 0.05
H 0.201 2.661 0.305 0.10 0.37 -0.16
N -3.101 3.996 -0.861 -0.04 0.06 -0.04
C -4.186 4.873 -0.338 -0.18 -0.02 -0.06
H -1.338 1.299 1.311 -0.01 -0.18 0.38
O -1.012 -2.592 1.726 0.07 -0.22 0.13
C 4.982 -0.469 -1.673 -0.72 1.00 -2.06
H -3.116 -2.496 -1.200 -0.22 -0.04 -0.01
C 1.248 1.054 -0.742 -0.62 0.38 0.02
H 1.284 -1.899 0.601 -0.23 0.02 0.12
H -3.863 5.902 -0.466 0.07 -0.01 0.09
H -1.969 0.583 -1.522 0.06 -0.34 -0.23
C 3.587 0.542 -0.269 -0.30 -0.67 0.25
H -1.828 -4.780 3.611 -0.06 -0.06 -0.07
H -1.871 -1.495 -1.936 -0.08 0.31 -0.10
O 5.493 1.411 0.763 1.21 1.75 1.37
O -3.376 3.246 -1.775 0.11 0.10 0.08
H 2.018 0.661 1.256 0.11 0.04 0.29
H 2.875 -1.587 1.252 0.19 0.12 0.16
```
Forces are in eV/Å.

Output
HOMO energy = -9.335 eV
HOMO-LUMO gap = 9.36 eV
Structure (SMILES) = CCC1=C(CCCCCOC)C(=O)OC1=O.C[N+](=O)[O-].C[N+](=O)[O-]
Charge = 0

Charges obtained by Löwdin population analysis, quoted in units of e: atom 1 (H): 0.102, atom 2 (C): -0.137, atom 3 (C): 0.052, atom 4 (C): -0.096, atom 5 (C): -0.109, atom 6 (H): 0.094, atom 7 (C): -0.424, atom 8 (H): 0.124, atom 9 (C): -0.149, atom 10 (H): 0.090, atom 11 (O): 0.180, atom 12 (O): 0.141, atom 13 (C): -0.065, atom 14 (H): 0.103, atom 15 (H): 0.088, atom 16 (O): 0.068, atom 17 (H): 0.094, atom 18 (H): 0.101, atom 19 (O): -0.176, atom 20 (H): 0.113, atom 21 (H): 0.123, atom 22 (N): -0.430, atom 23 (H): 0.074, atom 24 (C): -0.184, atom 25 (H): 0.114, atom 26 (C): -0.099, atom 27 (H): 0.088, atom 28 (O): 0.065, atom 29 (C): -0.241, atom 30 (H): 0.045, atom 31 (H): 0.100, atom 32 (N): -0.436, atom 33 (C): 0.049, atom 34 (H): 0.109, atom 35 (O): 0.051, atom 36 (C): -0.368, atom 37 (H): 0.087, atom 38 (C): -0.186, atom 39 (H): 0.044, atom 40 (H): 0.100, atom 41 (H): 0.114, atom 42 (C): -0.072, atom 43 (H): 0.100, atom 44 (H): 0.087, atom 45 (O): 0.199, atom 46 (O): 0.069, atom 47 (H): 0.128, atom 48 (H): 0.074

---

Entry from OMol25: a 3-piece molecular cluster, C3H12N2O2 overall at a distorted geometry (ωB97M-V with the def2-TZVPD basis set).

Structure (XYZ):
```
19
Properties=species:S:1:pos:R:3:forces:R:3
C 0.730 1.255 -1.042 3.51 0.75 -0.28
O 1.378 -0.022 2.302 -0.11 -0.01 0.77
N 1.953 0.742 -1.317 -4.66 0.26 1.17
H 2.267 1.517 -1.832 1.71 1.06 -0.98
H 1.878 0.772 2.103 0.10 -0.12 -0.44
H 0.188 -2.339 -3.129 0.20 0.15 0.73
H 1.021 -2.158 -1.807 0.68 -0.34 0.03
N -0.333 0.618 -0.543 0.78 -1.75 -0.33
H -2.021 -0.308 2.330 0.47 0.27 -0.52
H 1.246 -0.520 1.490 0.27 0.18 -0.37
C -1.456 -0.532 1.396 -3.24 -1.42 -1.11
H -0.734 -1.296 1.685 0.58 0.68 -0.42
H -0.394 -0.336 -0.827 0.55 -0.98 -0.69
H -2.282 -1.180 0.790 1.94 1.41 1.11
O 0.190 -1.931 -2.227 -1.00 0.24 -0.58
H -2.183 1.003 0.044 0.85 0.19 1.71
C -1.186 0.778 0.579 -2.22 0.55 0.35
H -0.878 1.581 1.276 -0.14 -0.27 -0.62
H 0.615 2.356 -1.271 -0.27 -0.87 0.46
```
Forces are in eV/Å.

Output
HOMO energy (alpha / beta) = 1.124 / -5.526 eV
HOMO-LUMO gap (alpha / beta) = 2.46 / 8.94 eV
<S²> = 0.751
Multiplicity = 2
Charge = -1

Charges obtained by Löwdin population analysis, quoted in units of e: atom 1 (C): -0.380, atom 2 (O): -0.095, atom 3 (N): 0.033, atom 4 (H): -0.039, atom 5 (H): 0.019, atom 6 (H): -0.037, atom 7 (H): -0.075, atom 8 (N): -0.060, atom 9 (H): 0.055, atom 10 (H): -0.005, atom 11 (C): -0.199, atom 12 (H): 0.027, atom 13 (H): 0.054, atom 14 (H): 0.091, atom 15 (O): -0.414, atom 16 (H): 0.115, atom 17 (C): -0.305, atom 18 (H): 0.104, atom 19 (H): 0.112

---

> Look up the charge of the first one.

0